No. 1
Below is a 4-piece molecular cluster, C50H39BrClIO6P2S overall, with properties calculated with ωB97M-V/def2-TZVPD.

The geometry in ORCA input format:
```
! RIJCOSX wB97M-V def2-TZVPD def2/J DEFGRID3
* xyz 0 1
C 0.2050 4.1843 5.1137
C -0.9376 4.1375 4.6694
C -2.4011 4.1636 4.0752
C -2.5232 3.1634 2.8112
C -2.4636 1.6601 3.3673
P -0.8921 0.7413 2.7579
Cl -0.2571 0.6459 4.8400
Br -1.7149 0.9445 0.6193
C 0.6209 1.8192 2.4268
C 1.3883 1.5222 1.0544
C 1.2178 2.7767 0.0931
I 3.5398 1.4410 1.5603
P -0.9702 -1.4495 2.7431
S -2.1484 -1.9610 4.2411
H 1.2219 3.9143 5.5069
H -2.7209 5.2170 3.8158
H -3.0832 3.7215 4.8705
H -3.4848 3.3640 2.2530
H -1.6663 3.4398 2.1307
H -2.5770 1.5934 4.4942
H -3.3228 1.1085 2.8595
H 1.3551 1.6034 3.2683
H 0.4265 2.9340 2.4757
H 1.1589 0.5273 0.5830
H 0.1608 3.1810 0.2626
H 1.9075 3.6359 0.3840
H 1.2797 2.5359 -1.0116
H -1.5780 -2.0084 1.5707
H 0.3054 -2.0256 3.0388
O 0.3057 6.0996 -6.6212
C 0.2068 6.4570 -5.4621
C 0.7059 7.7881 -5.0386
C 1.2730 8.6422 -5.9822
C 1.7069 9.9052 -5.6026
C 1.5751 10.3210 -4.2800
C 1.0266 9.4663 -3.3334
C 0.5961 8.1956 -3.7084
C 0.0282 7.2838 -2.6863
O -0.0176 7.6185 -1.5165
C -0.4889 5.9617 -3.1129
C -1.0579 5.1095 -2.1688
C -1.5752 3.8830 -2.5632
C -1.5269 3.5023 -3.9022
C -0.9477 4.3431 -4.8438
C -0.4222 5.5730 -4.4515
H 1.3729 8.3256 -7.0145
H 2.1439 10.5703 -6.3394
H 1.9029 11.3125 -3.9873
H 0.9310 9.7931 -2.3038
H -1.1025 5.4027 -1.1255
H -2.0215 3.2224 -1.8271
H -1.9401 2.5473 -4.2102
H -0.9100 4.0401 -5.8843
O -2.3801 -0.3503 -4.2402
C -2.1967 -1.5281 -4.4920
C -1.5915 -2.4295 -3.4814
C -1.2511 -1.9258 -2.2283
C -0.7205 -2.7694 -1.2627
C -0.5287 -4.1202 -1.5430
C -0.8509 -4.6224 -2.7968
C -1.3773 -3.7775 -3.7713
C -1.7015 -4.3193 -5.1132
O -1.4644 -5.4817 -5.3836
C -2.3250 -3.4233 -6.1166
C -2.6678 -3.9281 -7.3692
C -3.2824 -3.1061 -8.3042
C -3.5574 -1.7771 -7.9918
C -3.2044 -1.2667 -6.7496
C -2.5824 -2.0864 -5.8100
H -1.4032 -0.8761 -2.0018
H -0.4602 -2.3760 -0.2866
H -0.1255 -4.7809 -0.7832
H -0.6950 -5.6736 -3.0122
H -2.4603 -4.9634 -7.6160
H -3.5520 -3.5019 -9.2772
H -4.0461 -1.1386 -8.7196
H -3.4185 -0.2301 -6.5136
O 2.8971 -6.6598 8.3014
C 2.8002 -6.4982 7.0993
C 3.0895 -7.6121 6.1632
C 3.4546 -8.8581 6.6687
C 3.6889 -9.9169 5.8018
C 3.5582 -9.7364 4.4271
C 3.2115 -8.4919 3.9187
C 2.9822 -7.4249 4.7845
C 2.6300 -6.0954 4.2308
O 2.5893 -5.9181 3.0264
C 2.3214 -4.9881 5.1664
C 1.9542 -3.7436 4.6599
C 1.6306 -2.7087 5.5267
C 1.6720 -2.9127 6.9033
C 2.0516 -4.1475 7.4126
C 2.3826 -5.1877 6.5457
H 3.5525 -9.0055 7.7385
H 3.9687 -10.8872 6.1973
H 3.7292 -10.5674 3.7516
H 3.1161 -8.3554 2.8472
H 1.9160 -3.5811 3.5879
H 1.3410 -1.7402 5.1309
H 1.4095 -2.1062 7.5792
H 2.0851 -4.2994 8.4858
*
```

Summary:
SMILES = C#CCCCP(Cl)(Br)(C[C@@H](C)I)[PH2]=S.O=C1c2ccccc2C(=O)c2ccccc21.O=C1c2ccccc2C(=O)c2ccccc21.O=C1c2ccccc2C(=O)c2ccccc21
Frontier orbital gap = 7.7 eV
E = -6792.94374 Ha
Largest force on an atom = 3.38 eV Å⁻¹

No. 2
Below is C50H39Cl5NNiOP2 as an isolated structure, with properties calculated with ωB97M-V/def2-TZVPD.

The geometry in ORCA input format:
```
! RIJCOSX wB97M-V def2-TZVPD def2/J DEFGRID3
* xyz -1 3
Ni 1.1799 1.0577 -0.2881
C -0.7171 3.3753 1.1689
P -1.0257 2.2377 -0.2830
C -1.5117 3.3103 -1.6776
C -2.1965 2.7571 -2.7644
C -2.4339 3.4951 -3.9071
C -1.9731 4.7980 -4.0063
C -1.2884 5.3571 -2.9418
C -1.0626 4.6221 -1.7944
C -2.6225 1.5559 0.2900
C -3.8758 1.7469 -0.2816
C -4.9924 1.1498 0.2790
C -4.8801 0.3799 1.4242
C -3.6400 0.2106 2.0180
C -2.5242 0.7860 1.4470
C 0.3086 2.7249 2.0517
C 0.7123 3.0102 3.3456
C 1.7221 2.0797 3.6714
C 1.8945 1.2795 2.5622
C 2.7163 0.0714 2.2601
P 1.3651 -0.8465 1.2454
C 0.8585 -1.6197 2.8434
C 1.7176 -2.6084 3.3253
C 1.5133 -3.1908 4.5579
C 0.4465 -2.7881 5.3464
C -0.3686 -1.7618 4.9108
C -0.1513 -1.1667 3.6757
C 1.8125 -2.3344 0.2784
C 2.3348 -2.0765 -0.9864
C 2.5517 -3.0880 -1.8994
C 2.1947 -4.3888 -1.5839
C 1.5748 -4.6421 -0.3716
C 1.3763 -3.6299 0.5520
N 1.0417 1.6911 1.5834
H -1.6579 3.5595 1.7021
H -0.3366 4.3331 0.8028
H -2.5380 1.7337 -2.7195
H -2.9720 3.0453 -4.7322
H -2.1417 5.3708 -4.9068
H -0.9182 6.3703 -3.0064
H -0.5165 5.0831 -0.9865
H -3.9947 2.3683 -1.1577
H -5.9594 1.2956 -0.1855
H -5.7570 -0.0820 1.8529
H -3.5553 -0.3785 2.9191
H -1.5425 0.6486 1.8726
H 0.3400 3.8038 3.9708
H 2.2629 2.0145 4.5979
H 3.0155 -0.4560 3.1681
H 3.6033 0.3266 1.6904
H 2.5727 -2.9028 2.7324
H 2.1986 -3.9478 4.9120
H 0.2751 -3.2536 6.3076
H -1.1742 -1.4116 5.5411
H -0.7674 -0.3332 3.3803
H 2.5093 -1.0436 -1.2582
H 2.9637 -2.8480 -2.8689
H 2.3511 -5.1901 -2.2923
H 1.2132 -5.6381 -0.1506
H 0.8595 -3.8628 1.4736
C 0.4657 0.5642 -5.0374
C 1.7361 0.8752 -4.5902
C 2.0194 0.9051 -3.2337
C 1.0438 0.6638 -2.2599
C -0.2241 0.3339 -2.7464
C -0.5084 0.2712 -4.1021
H 0.2380 0.5547 -6.0963
H 2.5230 1.1006 -5.2990
H 3.0397 1.1291 -2.9538
H -1.0199 0.1074 -2.0467
H -1.5075 0.0041 -4.4259
Cl 1.8509 3.5594 -0.9575
C 3.3757 2.7612 -0.8611
C 3.3477 1.4020 -0.5251
C 4.6164 0.8095 -0.5115
Cl 4.8464 -0.8691 -0.1340
C 5.7921 1.5000 -0.8107
Cl 7.3181 0.6912 -0.8127
C 5.7520 2.8469 -1.1413
Cl 7.1922 3.6984 -1.5503
C 4.5195 3.4861 -1.1666
Cl 4.4202 5.1539 -1.6028
C -0.9303 -2.6288 -1.8220
C -1.2266 -2.1486 -0.4182
O -0.6006 -1.1933 0.0894
C -2.2731 -2.8464 0.3062
C -3.2074 -3.6849 -0.3232
C -4.2016 -4.2962 0.4079
C -4.2914 -4.1076 1.7802
C -3.3616 -3.2991 2.4199
C -2.3755 -2.6759 1.6938
H -0.0236 -2.1559 -2.1862
H -1.7476 -2.3701 -2.4952
H -0.7994 -3.7104 -1.8316
H -3.1632 -3.8366 -1.3896
H -4.9145 -4.9383 -0.0908
H -5.0667 -4.5968 2.3500
H -3.4052 -3.1664 3.4926
H -1.6396 -2.0534 2.1717
*
```

Summary:
Relative energy (zero: lowest compared OMol25 entry of this formula, charge and spin) = 288.2 kJ/mol
Frontier orbital gap (alpha / beta) = 5.6 / 6.2 eV
E = -6550.69621 Ha
Largest force on an atom = 3.78 eV Å⁻¹

No. 3
Below is C50H40BrN8O3S2Ti as an isolated structure, with properties calculated with ωB97M-V/def2-TZVPD.

The geometry in ORCA input format:
```
! RIJCOSX wB97M-V def2-TZVPD def2/J DEFGRID3
* xyz 1 1
Ti -0.6312 0.2845 0.2626
C -2.0078 4.3414 -0.8598
C -1.4746 2.9555 -0.9405
N -0.7355 2.4786 0.0080
O -0.5782 3.3983 1.0464
C -1.9102 2.0098 -1.9101
C -2.5087 2.3055 -3.2446
N -1.6987 0.7394 -1.6290
O -1.9080 -0.1462 -2.5090
H -1.2112 5.0920 -0.8731
H -2.5312 4.4468 0.0931
H -2.7462 4.4684 -1.6607
H 0.0287 2.9900 1.6720
H -3.4273 1.7069 -3.3386
H -1.8370 1.8585 -4.0289
H -2.6852 3.3445 -3.4268
S 0.2481 -4.8355 3.1642
C 0.7426 -6.3650 3.7119
C 1.9587 -6.7263 3.2071
C 2.5143 -5.7334 2.3663
C 1.7103 -4.6395 2.2276
C 1.9862 -3.4702 1.4039
C 0.9564 -2.5049 1.2591
N 1.0278 -1.4718 0.4721
C 2.1512 -1.3109 -0.2664
C 3.2636 -2.1710 -0.1703
C 4.4384 -1.9474 -0.9769
C 4.4727 -0.9301 -1.8591
C 3.3328 -0.0251 -2.0144
C 3.3815 1.0533 -2.8812
C 2.2433 1.7875 -3.1142
C 1.0976 1.3483 -2.4605
N 1.0546 0.4480 -1.4895
C 2.1821 -0.2518 -1.2406
C 2.1462 2.9794 -3.9868
C 3.0193 3.4217 -4.9248
C 2.7348 4.6906 -5.4712
C 1.6313 5.2466 -4.8752
S 0.9597 4.2350 -3.6837
C 3.1494 -3.2801 0.6872
H 0.1177 -6.9317 4.4129
H 2.4566 -7.6476 3.3855
H 3.4841 -5.9001 1.9204
H 0.0108 -2.5808 1.7617
H 5.2642 -2.6322 -0.8328
H 5.3074 -0.7459 -2.4980
H 4.2983 1.3394 -3.3851
H 0.1401 1.8150 -2.6584
H 3.8248 2.8162 -5.3016
H 3.3656 5.1445 -6.2212
H 1.2602 6.2503 -5.0169
H 3.9534 -3.9986 0.7164
C -2.0609 -1.9510 3.8383
C -1.1026 -1.6204 4.8013
C -0.0900 -0.7639 4.4677
C 0.0006 -0.2339 3.1634
C -0.9759 -0.4963 2.2264
C -1.9934 -1.3851 2.5753
C 1.1741 0.5711 2.7634
C 2.2814 0.6444 3.6437
C 3.4006 1.3267 3.2637
C 3.3346 2.0581 2.0378
C 4.4293 2.8565 1.5613
C 4.3398 3.6539 0.4690
C 3.1389 3.6554 -0.2837
C 2.1376 2.7974 0.0643
C 2.2283 1.9597 1.1969
N 1.1608 1.1604 1.5903
H -2.9121 -2.5936 4.0723
H -1.2113 -1.9708 5.8642
H 0.5852 -0.5168 5.2492
H -2.7883 -1.5990 1.8564
H 2.2228 0.0912 4.5663
H 4.2950 1.3498 3.8777
H 5.3061 2.9294 2.1955
H 5.1685 4.2910 0.1775
H 2.9867 4.3420 -1.1152
H 1.2469 2.7905 -0.5309
C -0.6876 -2.7600 -2.3269
N -2.0420 -2.9638 -1.8228
C -2.9462 -3.7197 -2.4621
C -4.2118 -3.9100 -2.0502
C -4.5519 -3.1627 -0.8813
N -3.6926 -2.3561 -0.2596
C -2.4539 -2.2582 -0.7280
O -1.6382 -1.4743 -0.1932
N -5.7660 -3.3000 -0.3419
H -0.2758 -3.6999 -2.7062
H -0.1068 -2.3262 -1.5577
H -0.7376 -2.0130 -3.1107
H -2.5424 -4.2643 -3.3050
H -4.8727 -4.6126 -2.5529
H -6.4716 -3.8725 -0.7649
H -6.0561 -2.7061 0.4243
Br -6.7462 2.6151 2.3435
C -5.0882 1.8557 1.8492
C -4.9624 1.1726 0.6605
C -3.6873 0.7568 0.3065
C -2.5413 1.0472 1.0530
C -2.7082 1.7849 2.2336
C -3.9903 2.2030 2.6294
H -5.8322 0.9976 0.0544
H -3.6794 0.1818 -0.6121
H -1.9031 1.9856 2.9109
H -4.1351 2.7031 3.5894
*
```

Summary:
Relative energy (zero: lowest compared OMol25 entry of this formula, charge and spin) = 0.0 kJ/mol
Frontier orbital gap = 6.6 eV
E = -6812.82255 Ha
Largest force on an atom = 1.87 eV Å⁻¹

No. 4
Below is C50H40Cl2N5OP2RuS2 as an isolated structure, with properties calculated with ωB97M-V/def2-TZVPD.

The geometry in ORCA input format:
```
! RIJCOSX wB97M-V def2-TZVPD def2/J DEFGRID3
* xyz 0 6
Ru 0.0918 -0.2699 -0.3786
O -3.4108 1.5216 2.1463
S -2.3979 1.4819 1.0644
C -3.2776 1.9109 -0.4409
C -4.6305 2.1678 -0.2987
C -5.3905 2.4742 -1.4174
C -4.7883 2.5182 -2.6633
C -3.4364 2.2343 -2.7960
C -2.6534 1.9119 -1.6880
P -0.8740 1.4935 -1.9068
C -0.8688 1.0875 -3.6913
C -1.4605 -0.1048 -4.1023
C -1.4662 -0.4620 -5.4400
C -0.8803 0.3696 -6.3850
C -0.3016 1.5646 -5.9857
C -0.2971 1.9260 -4.6451
C -0.0532 3.1240 -1.8915
C 1.3356 3.1405 -1.7866
C 2.0339 4.3362 -1.8405
C 1.3459 5.5316 -1.9926
C -0.0387 5.5243 -2.0836
C -0.7384 4.3267 -2.0355
C -1.4509 3.0080 1.1886
C -2.1538 4.2033 1.2572
C -1.4667 5.3943 1.3919
C -0.0788 5.3759 1.4382
C 0.6137 4.1774 1.3937
C -0.0620 2.9608 1.2938
P 0.8341 1.3438 1.3318
C 2.5858 1.8581 1.4175
C 3.0543 2.5479 2.5406
C 4.3756 2.9494 2.6164
C 5.2537 2.6570 1.5778
C 4.8012 1.9645 0.4681
C 3.4708 1.5692 0.3881
C 0.5873 0.8273 3.0672
C -0.4465 1.2921 3.8721
C -0.5652 0.8473 5.1820
C 0.3525 -0.0518 5.6992
C 1.3956 -0.5059 4.9042
C 1.5164 -0.0680 3.5977
H -5.0627 2.1117 0.6920
H -6.4490 2.6726 -1.3129
H -5.3700 2.7583 -3.5434
H -2.9910 2.2536 -3.7808
H -1.9337 -0.7484 -3.3762
H -1.9254 -1.3945 -5.7413
H -0.8760 0.0868 -7.4295
H 0.1514 2.2213 -6.7172
H 0.1658 2.8580 -4.3473
H 1.8749 2.2110 -1.6643
H 3.1132 4.3280 -1.7562
H 1.8863 6.4687 -2.0327
H -0.5806 6.4555 -2.1889
H -1.8185 4.3352 -2.1087
H -3.2358 4.1851 1.2106
H -2.0057 6.3312 1.4445
H 0.4741 6.3033 1.5146
H 1.6939 4.1928 1.4362
H 2.3824 2.7635 3.3625
H 4.7255 3.4817 3.4913
H 6.2902 2.9618 1.6436
H 5.4781 1.7130 -0.3385
H 3.1295 1.0123 -0.4699
H -1.1767 1.9981 3.5056
H -1.3829 1.2079 5.7918
H 0.2571 -0.3992 6.7198
H 2.1146 -1.2127 5.2968
H 2.3324 -0.4289 2.9864
C 3.8544 -2.7709 0.6451
C 2.8219 -1.8654 0.0339
N 1.6276 -1.6828 0.5901
N 1.3526 -2.4839 1.6724
C 0.1306 -2.4690 2.0747
N -0.1870 -3.2370 3.1829
S -1.1635 -1.5371 1.3976
C 3.0672 -1.2420 -1.2039
C 4.2568 -1.4691 -1.9542
C 4.4029 -0.9505 -3.2049
C 3.3466 -0.1826 -3.7561
C 2.2391 0.0268 -2.9743
N 2.0758 -0.4273 -1.7259
H 3.6032 -2.9845 1.6785
H 4.8430 -2.3116 0.6056
H 3.9081 -3.7228 0.1090
H 0.4561 -3.9982 3.3417
H -1.1596 -3.4853 3.2595
H 5.0366 -2.0849 -1.5296
H 5.3045 -1.1410 -3.7732
H 3.3905 0.2270 -4.7546
H 1.4263 0.6151 -3.3749
Cl -3.5693 -1.4195 -1.1413
C -2.6885 -2.7559 -1.7943
C -3.3766 -3.8648 -2.2386
C -2.6841 -4.9257 -2.8089
C -1.3005 -4.8748 -2.9449
C -0.6104 -3.7694 -2.5008
Cl 1.1035 -3.6887 -2.6637
C -1.2723 -2.6655 -1.8929
N -0.5770 -1.6276 -1.4696
H -4.4523 -3.8927 -2.1376
H -3.2268 -5.7950 -3.1537
H -0.7537 -5.6927 -3.3925
*
```

Summary:
Relative energy (zero: lowest compared OMol25 entry of this formula, charge and spin) = 6.0 kJ/mol
Frontier orbital gap (alpha / beta) = 4.7 / 5.7 eV
E = -4772.65589 Ha
Largest force on an atom = 0.44 eV Å⁻¹

Q: Look up the E of the second one.
A: -6550.69621 Ha

Q: The lowest largest force on an atom belongs to which entry?
A: C50H40Cl2N5OP2RuS2

Q: What is the formula in the first record?
A: C50H39BrClIO6P2S

Q: Which of these has the highest largest force on an atom?
A: C50H39Cl5NNiOP2